No. 1
Entry from OMol25: C37H30Cl3N4O5RhTe as an isolated structure (wB97M-V/def2-TZVPD).

Cartesian coordinates (Å):
1 Rh 0.09 0.48 -0.02
2 O 3.59 -4.44 -4.44
3 N 3.87 -3.48 -3.75
4 O 4.98 -3.02 -3.61
5 C 2.74 -2.83 -3.01
6 C 1.53 -3.38 -3.18
7 C 0.38 -2.87 -2.49
8 C -0.92 -3.37 -2.64
9 C -1.95 -2.79 -1.93
10 C -1.67 -1.73 -1.07
11 N -0.45 -1.26 -0.90
12 C 0.56 -1.81 -1.61
13 C 1.86 -1.24 -1.43
14 N 1.90 -0.22 -0.55
15 C 3.01 0.46 -0.38
16 C 4.16 0.13 -1.10
17 C 4.15 -0.92 -1.98
18 C 2.96 -1.68 -2.15
19 H 1.44 -4.23 -3.85
20 H -1.10 -4.19 -3.32
21 H -2.97 -3.14 -2.04
22 H -2.45 -1.24 -0.50
23 H 2.98 1.26 0.35
24 H 5.06 0.72 -0.97
25 H 5.03 -1.16 -2.56
26 Cl -1.25 4.62 -1.65
27 C -1.99 3.10 -2.17
28 Cl -3.71 3.08 -1.78
29 Cl -1.77 2.87 -3.90
30 C -1.25 2.00 -1.39
31 O -0.20 1.49 -1.86
32 O -1.69 1.64 -0.26
33 C 0.52 -7.55 6.24
34 C 0.36 -6.31 5.40
35 C -0.50 -6.29 4.31
36 C -0.66 -5.16 3.53
37 C -1.63 -5.22 2.37
38 C 0.10 -4.02 3.84
39 Te -0.09 -2.35 2.50
40 N 0.05 -0.11 1.85
41 C 0.30 1.04 2.36
42 O 0.67 1.92 1.46
43 C 0.23 1.44 3.79
44 C -0.37 0.65 4.76
45 C -0.40 1.07 6.08
46 C 0.16 2.29 6.43
47 C 0.74 3.09 5.46
48 C 0.78 2.67 4.14
49 C 2.00 -2.31 2.19
50 C 2.73 -1.24 2.69
51 C 4.10 -1.16 2.46
52 C 4.73 -2.14 1.71
53 C 3.99 -3.20 1.21
54 C 2.62 -3.32 1.45
55 C 1.90 -4.53 0.93
56 C 0.93 -3.99 4.97
57 C 1.67 -2.76 5.43
58 C 1.05 -5.15 5.72
59 H -0.04 -8.39 5.84
60 H 0.18 -7.38 7.26
61 H 1.57 -7.85 6.30
62 H -1.07 -7.18 4.07
63 H -2.21 -6.14 2.41
64 H -1.11 -5.20 1.41
65 H -2.33 -4.38 2.38
66 H -0.84 -0.29 4.49
67 H -0.87 0.45 6.83
68 H 0.13 2.62 7.46
69 H 1.17 4.05 5.73
70 H 1.22 3.29 3.37
71 H 2.24 -0.48 3.28
72 H 4.66 -0.33 2.88
73 H 5.79 -2.07 1.51
74 H 4.49 -3.97 0.63
75 H 2.41 -4.95 0.06
76 H 0.87 -4.30 0.64
77 H 1.85 -5.31 1.69
78 H 1.23 -1.84 5.04
79 H 2.72 -2.80 5.11
80 H 1.65 -2.70 6.52
81 H 1.69 -5.14 6.60

Summary:
Energy: -102914.597 eV
E_HOMO (alpha / beta): -0.39045 / -0.41209 Eh
Multiplicity: 2
HOMO-LUMO gap (alpha / beta): 6.55 / 6.58 eV
Charge: +1
Energy above the lowest of the compared OMol25 structures with the same formula, charge and spin: 18.6 kJ/mol
LUMO (alpha / beta): -4.072 / -4.637 eV


No. 2
Entry from OMol25: a 11-piece molecular cluster, C44H88O17S6 overall (wB97M-V/def2-TZVPD).

Cartesian coordinates (Å):
1 C 10.23 10.75 16.78
2 C 10.12 11.43 15.43
3 C 9.17 10.54 14.64
4 S 9.84 8.89 14.99
5 O 10.90 8.59 14.07
6 O 8.73 7.96 15.17
7 C 10.65 9.31 16.51
8 H 9.24 10.69 17.24
9 H 10.99 11.32 17.42
10 H 11.01 11.44 14.83
11 H 9.70 12.39 15.69
12 H 9.13 10.70 13.55
13 H 8.17 10.33 14.98
14 H 11.77 9.26 16.48
15 H 10.22 8.65 17.25
16 C 14.10 9.15 17.88
17 C 15.51 8.91 18.41
18 C 15.46 9.28 19.91
19 S 14.01 8.39 20.42
20 O 13.42 8.76 21.67
21 O 14.38 7.00 20.17
22 C 13.09 8.80 18.96
23 H 13.96 8.54 16.91
24 H 14.04 10.20 17.52
25 H 16.16 9.56 17.82
26 H 15.78 7.85 18.37
27 H 15.41 10.35 20.03
28 H 16.30 8.87 20.48
29 H 12.35 9.56 19.21
30 H 12.50 7.86 18.78
31 C 18.64 13.94 10.19
32 C 18.01 12.58 10.35
33 C 16.74 12.67 11.06
34 S 17.06 14.07 12.32
35 O 17.68 13.41 13.44
36 O 15.91 14.88 12.59
37 C 18.31 14.87 11.33
38 H 18.31 14.36 9.21
39 H 19.72 13.89 10.22
40 H 18.70 12.01 11.01
41 H 17.87 12.02 9.36
42 H 16.49 11.90 11.80
43 H 15.86 13.03 10.44
44 H 19.20 15.04 12.00
45 H 17.86 15.85 11.11
46 C 13.08 18.59 12.88
47 C 13.21 19.88 12.04
48 C 14.32 19.68 10.99
49 S 15.59 18.89 11.93
50 O 16.10 19.88 12.85
51 O 16.53 18.14 11.16
52 C 14.39 17.80 12.78
53 H 12.19 17.92 12.64
54 H 12.92 18.73 13.92
55 H 13.51 20.78 12.65
56 H 12.22 20.15 11.57
57 H 14.68 20.61 10.57
58 H 14.03 19.01 10.17
59 H 14.83 17.47 13.70
60 H 14.26 17.01 12.09
61 C 18.47 14.02 17.08
62 C 18.61 12.58 16.52
63 C 17.21 12.06 16.36
64 S 16.49 12.42 17.93
65 O 17.26 11.74 18.91
66 O 15.07 12.26 17.89
67 C 17.17 14.11 18.00
68 H 18.25 14.62 16.20
69 H 19.45 14.27 17.61
70 H 19.09 11.99 17.29
71 H 19.14 12.59 15.62
72 H 17.27 10.98 16.06
73 H 16.58 12.65 15.67
74 H 17.37 14.43 19.00
75 H 16.38 14.70 17.57
76 C 11.77 15.18 16.29
77 C 12.28 15.72 14.91
78 C 12.71 14.53 14.06
79 S 13.58 13.52 15.33
80 O 14.92 14.05 15.35
81 O 13.44 12.10 15.08
82 C 12.79 14.17 16.78
83 H 10.81 14.68 16.18
84 H 11.56 16.03 16.92
85 H 13.20 16.31 15.12
86 H 11.51 16.43 14.50
87 H 13.50 14.59 13.31
88 H 11.93 13.86 13.74
89 H 13.59 14.69 17.33
90 H 12.46 13.25 17.36
91 C 8.59 15.56 9.57
92 C 8.54 15.60 11.08
93 C 9.21 16.98 11.33
94 O 9.25 17.64 10.10
95 C 8.40 16.99 9.22
96 H 7.90 14.86 9.15
97 H 9.58 15.22 9.32
98 H 9.09 14.79 11.52
99 H 7.53 15.59 11.50
100 H 10.23 16.90 11.71
101 H 8.66 17.67 11.97
102 H 8.63 17.33 8.24
103 H 7.30 17.21 9.37
104 C 11.09 10.92 11.36
105 C 12.19 11.09 10.28
106 C 12.03 9.87 9.32
107 O 10.73 9.37 9.58
108 C 10.52 9.52 10.98
109 H 10.44 11.75 11.18
110 H 11.50 10.99 12.40
111 H 13.12 11.07 10.80
112 H 12.07 12.11 9.91
113 H 12.85 9.10 9.47
114 H 11.95 10.17 8.30
115 H 11.11 8.72 11.41
116 H 9.47 9.45 11.24
117 C 15.09 9.43 14.23
118 C 16.50 9.13 13.63
119 C 16.18 8.66 12.12
120 O 14.72 8.85 11.90
121 C 14.21 9.75 12.99
122 H 14.97 10.33 14.86
123 H 14.56 8.61 14.79
124 H 17.02 8.40 14.21
125 H 17.06 10.10 13.69
126 H 16.43 7.57 12.00
127 H 16.75 9.24 11.44
128 H 13.14 9.50 13.09
129 H 14.31 10.83 12.70
130 C 15.48 18.75 16.55
131 C 13.97 19.09 16.48
132 C 13.62 19.46 17.94
133 O 14.65 18.93 18.80
134 C 15.85 19.02 18.04
135 H 16.03 19.34 15.87
136 H 15.53 17.73 16.20
137 H 13.34 18.26 16.16
138 H 13.75 19.97 15.85
139 H 12.69 18.89 18.22
140 H 13.46 20.50 18.14
141 H 16.59 18.31 18.38
142 H 16.28 20.06 18.01
143 C 11.61 11.68 21.75
144 C 13.07 12.04 21.62
145 C 13.24 12.19 20.13
146 O 11.94 12.35 19.53
147 C 11.01 12.51 20.64
148 H 11.24 12.08 22.68
149 H 11.49 10.61 21.61
150 H 13.63 11.15 21.93
151 H 13.32 12.89 22.20
152 H 13.64 11.29 19.72
153 H 13.87 13.03 19.89
154 H 10.08 12.18 20.25
155 H 10.91 13.56 20.86

Summary:
Energy: -146867.264 eV
E_HOMO: -0.34722 Eh
HOMO-LUMO gap: 9.43 eV
Energy above the lowest of the compared OMol25 structures with the same formula, charge and spin: 0.0 kJ/mol
LUMO: -0.023 eV


No. 3
Entry from OMol25: C34H48BaN3O4P2S2Se as an isolated structure (wB97M-V/def2-TZVPD).

Cartesian coordinates (Å):
1 Ba -1.62 -0.93 -2.20
2 C 1.22 -1.48 2.88
3 P 0.73 -0.28 1.55
4 C 0.81 1.23 2.63
5 N 1.85 1.44 3.41
6 C 1.83 2.52 4.23
7 C 2.95 2.81 5.04
8 C 2.92 3.88 5.88
9 C 1.79 4.72 5.94
10 C 0.70 4.48 5.16
11 C 0.69 3.36 4.29
12 N -0.40 3.09 3.54
13 C -0.35 2.08 2.70
14 P -1.86 1.63 1.69
15 C -3.11 1.92 3.04
16 C -2.13 3.17 0.62
17 C -3.38 2.86 -0.20
18 C -0.92 3.26 -0.31
19 C -2.32 4.50 1.36
20 C 2.34 -0.20 0.53
21 C 2.07 0.87 -0.53
22 C 2.48 -1.57 -0.13
23 C 3.65 0.14 1.26
24 H 2.09 -1.13 3.43
25 H 1.41 -2.45 2.43
26 H 0.37 -1.58 3.55
27 H 3.81 2.16 4.98
28 H 3.78 4.10 6.51
29 H 1.79 5.57 6.61
30 H -0.18 5.12 5.17
31 H -2.87 2.82 3.60
32 H -3.09 1.06 3.71
33 H -4.10 1.99 2.59
34 H -3.25 1.92 -0.75
35 H -3.56 3.64 -0.94
36 H -4.27 2.78 0.43
37 H -0.78 2.32 -0.84
38 H -0.01 3.49 0.26
39 H -1.07 4.05 -1.05
40 H -3.26 4.53 1.90
41 H -2.33 5.31 0.62
42 H -1.51 4.70 2.07
43 H 1.12 0.67 -1.04
44 H 2.87 0.90 -1.28
45 H 2.00 1.86 -0.07
46 H 1.51 -1.94 -0.46
47 H 2.91 -2.29 0.56
48 H 3.14 -1.50 -1.00
49 H 3.58 1.08 1.80
50 H 4.45 0.22 0.52
51 H 3.92 -0.64 1.97
52 N -1.40 -3.04 1.44
53 C -0.72 -3.75 0.35
54 C -0.67 -2.85 -0.88
55 O -1.26 -3.20 -1.91
56 O -0.07 -1.74 -0.75
57 H -1.74 -3.70 2.13
58 H -2.23 -2.56 1.06
59 H -1.21 -4.69 0.05
60 H 0.30 -3.98 0.67
61 O 0.22 -0.19 -3.15
62 S 1.25 -1.13 -2.63
63 C 2.64 -0.89 -3.80
64 C 2.49 -0.07 -4.90
65 C 3.57 0.14 -5.75
66 C 4.79 -0.47 -5.48
67 C 4.93 -1.29 -4.37
68 C 3.85 -1.50 -3.52
69 C 0.89 -2.70 -3.45
70 C 0.03 -2.70 -4.54
71 C -0.29 -3.90 -5.16
72 C 0.27 -5.08 -4.70
73 C 1.14 -5.07 -3.61
74 C 1.44 -3.87 -2.98
75 H 1.54 0.41 -5.08
76 H 3.46 0.77 -6.62
77 H 5.63 -0.31 -6.14
78 H 5.88 -1.76 -4.16
79 H 3.96 -2.14 -2.65
80 H -0.41 -1.77 -4.88
81 H -0.98 -3.90 -5.99
82 H 0.03 -6.02 -5.18
83 H 1.55 -6.00 -3.24
84 H 2.08 -3.86 -2.10
85 Se -4.09 0.33 -2.93
86 C -6.24 -0.91 -0.44
87 S -4.62 -0.58 0.29
88 C -5.20 -0.85 2.02
89 O -3.80 -1.80 0.02
90 H -6.51 -1.94 -0.21
91 H -6.11 -0.76 -1.51
92 H -6.96 -0.20 -0.04
93 H -5.87 -0.04 2.29
94 H -4.31 -0.83 2.66
95 H -5.70 -1.81 2.10

Summary:
Energy: -154983.907 eV
E_HOMO: -0.06844 Eh
HOMO-LUMO gap: 3.39 eV
Charge: -1
Energy above the lowest of the compared OMol25 structures with the same formula, charge and spin: 506.7 kJ/mol
LUMO: 1.530 eV


No. 4
Entry from OMol25: an isolated molecule of C27H32N4O6S (wB97M-V/def2-TZVPD).

Cartesian coordinates (Å):
1 C 4.36 1.00 -0.87
2 H 4.74 0.67 0.09
3 H 5.18 1.42 -1.44
4 H 3.62 1.78 -0.70
5 C 3.70 -0.15 -1.63
6 N 4.63 -1.23 -1.88
7 C 4.89 -2.25 -1.05
8 O 5.74 -3.10 -1.28
9 C 4.07 -2.35 0.23
10 H 4.59 -3.03 0.90
11 H 3.88 -1.39 0.71
12 S 2.44 -3.07 -0.10
13 C 1.38 -1.94 0.74
14 N 1.91 -0.88 1.22
15 C 1.12 0.04 1.83
16 C -0.26 -0.19 2.00
17 C -1.09 0.76 2.64
18 C -0.49 1.91 3.06
19 C 0.88 2.15 2.88
20 C 1.71 1.24 2.29
21 H 2.76 1.41 2.15
22 O 1.20 3.37 3.40
23 C 0.00 3.91 3.90
24 O -1.05 2.99 3.69
25 H 0.11 4.10 4.98
26 H -0.23 4.85 3.39
27 H -2.14 0.56 2.76
28 C -0.83 -1.42 1.49
29 O -2.01 -1.73 1.59
30 N 0.06 -2.26 0.83
31 C -0.51 -3.47 0.25
32 H -1.11 -3.95 1.02
33 C -1.40 -3.17 -0.96
34 H -2.31 -2.67 -0.60
35 H -1.69 -4.12 -1.40
36 C -0.71 -2.31 -2.02
37 C -0.55 -0.86 -1.58
38 O 0.53 -0.34 -1.37
39 N -1.70 -0.17 -1.47
40 H -2.58 -0.61 -1.68
41 C -1.74 1.22 -1.07
42 C -3.05 1.61 -0.46
43 C -3.62 2.85 -0.74
44 C -4.82 3.22 -0.18
45 C -5.48 2.37 0.70
46 C -4.92 1.13 0.99
47 C -3.72 0.76 0.41
48 H -3.30 -0.20 0.66
49 H -5.41 0.44 1.66
50 O -6.66 2.83 1.21
51 C -7.37 2.02 2.11
52 H -6.78 1.81 3.01
53 H -7.68 1.08 1.64
54 H -8.26 2.59 2.38
55 H -5.26 4.18 -0.39
56 H -3.11 3.52 -1.42
57 H -0.91 1.37 -0.36
58 H -1.53 1.86 -1.94
59 H -1.30 -2.33 -2.94
60 H 0.28 -2.71 -2.23
61 H 0.31 -4.13 -0.04
62 C 5.39 -1.16 -3.12
63 C 4.64 -1.81 -4.27
64 H 4.47 -2.86 -4.05
65 H 3.67 -1.33 -4.42
66 H 5.21 -1.73 -5.19
67 H 6.34 -1.68 -2.96
68 H 5.60 -0.11 -3.34
69 H 2.83 -0.50 -1.08
70 H 3.34 0.21 -2.59

Summary:
Energy: -57600.676 eV
E_HOMO: -0.29179 Eh
HOMO-LUMO gap: 8.55 eV
Energy above the lowest of the compared OMol25 structures with the same formula, charge and spin: 141.3 kJ/mol
LUMO: 0.605 eV